No. 1
ORCA calculation (ωB97M-V/def2-TZVPD) on C47H60ClFMnN8O4 as an isolated structure.

Properties
- Orbital gap (alpha / beta): 4.0 / 4.5 eV
- M: 910.4 g mol⁻¹
- HOMO energy (alpha / beta): -7.29 / -7.70 eV
- ΔE to the lowest compared entry with this formula, charge and spin: 0.833 eV
- LUMO level (alpha / beta): -3.242 / -3.242 eV

Structure (ORCA input):
```
! wB97M-V def2-TZVPD RIJCOSX def2/J DEFGRID3
* xyz 1 5
Mn 2.15 -0.52 -0.24
F -3.32 1.34 3.23
C -2.71 0.13 3.28
C -1.75 -0.15 2.36
C -1.13 -1.40 2.34
C -0.01 -1.61 1.40
O 0.38 -0.63 0.73
C 0.52 -2.93 1.36
C 0.03 -3.84 2.24
N -0.90 -3.62 3.21
C -1.22 -4.79 4.03
C -1.47 -4.78 5.50
C -2.57 -5.16 4.53
C -1.51 -2.38 3.27
C -2.46 -2.03 4.24
C -3.06 -0.79 4.27
N -3.96 -0.49 5.34
C -4.37 0.88 5.61
C -5.12 0.89 6.95
N -4.64 -0.28 7.75
C -5.14 -1.57 7.14
C -5.04 -1.43 5.62
C 1.57 -3.46 0.37
O 1.64 -4.68 0.28
O 2.25 -2.58 -0.23
H -1.44 0.60 1.64
H 0.43 -4.84 2.18
H -0.62 -5.62 3.68
H -1.51 -3.85 6.03
H -1.00 -5.58 6.06
H -3.39 -4.47 4.38
H -2.86 -6.20 4.45
H -2.69 -2.71 5.04
H -5.03 1.30 4.84
H -3.49 1.51 5.67
H -6.20 0.75 6.83
H -4.95 1.80 7.51
H -4.90 -0.21 8.73
H -3.62 -0.30 7.70
H -6.17 -1.72 7.48
H -4.51 -2.37 7.53
H -5.98 -1.07 5.20
H -4.84 -2.40 5.18
C -0.15 0.66 -6.60
C -1.50 -0.07 -6.66
C -2.25 0.48 -7.88
C -1.28 -1.57 -6.92
C -2.37 0.14 -5.37
O -3.67 -0.42 -5.63
C -2.66 1.63 -5.01
C -1.85 2.51 -4.03
C -0.64 3.24 -4.55
C -0.77 4.11 -5.64
C 0.32 4.81 -6.13
C 1.55 4.67 -5.51
Cl 2.93 5.54 -6.11
C 1.69 3.85 -4.40
C 0.60 3.13 -3.94
C -2.04 -0.78 -4.16
N -0.73 -0.87 -3.52
C -0.38 -0.46 -2.29
N 0.84 -0.86 -2.01
C 1.21 -1.55 -3.12
N 0.28 -1.58 -4.05
H 0.44 0.35 -7.47
H 0.42 0.43 -5.71
H -0.27 1.74 -6.66
H -1.58 0.44 -8.74
H -2.56 1.52 -7.78
H -3.12 -0.12 -8.14
H -0.87 -1.69 -7.92
H -2.23 -2.11 -6.88
H -0.58 -2.01 -6.22
H -4.07 0.05 -6.37
H -3.66 1.58 -4.59
H -2.75 2.19 -5.94
H -1.59 1.95 -3.13
H -2.56 3.27 -3.69
H -1.73 4.23 -6.12
H 0.22 5.47 -6.98
H 2.64 3.79 -3.90
H 0.72 2.50 -3.07
H -2.29 -1.79 -4.47
H -2.75 -0.51 -3.37
H -1.04 0.08 -1.63
H 2.15 -2.06 -3.22
C 6.03 -0.92 0.78
C 5.51 -0.84 2.22
C 4.58 -2.02 2.54
C 4.92 0.53 2.52
C 5.61 1.35 3.40
C 5.18 2.62 3.72
C 4.03 3.10 3.11
C 3.31 2.33 2.20
C 2.05 2.97 1.64
C 0.80 2.41 2.33
C 1.88 2.96 0.12
C 3.73 1.00 1.90
N 3.02 0.18 1.10
H 6.38 -1.93 0.55
H 6.86 -0.23 0.63
H 5.23 -0.66 0.08
H 6.37 -0.93 2.88
H 3.78 -2.11 1.81
H 4.13 -1.90 3.53
H 5.16 -2.95 2.54
H 6.52 0.96 3.86
H 5.73 3.24 4.43
H 3.68 4.10 3.34
H 2.12 4.03 1.92
H 0.72 1.34 2.13
H -0.11 2.91 1.97
H 0.87 2.55 3.41
H 1.70 1.95 -0.25
H 2.78 3.33 -0.37
H 1.04 3.59 -0.17
C 5.15 0.45 -3.55
C 4.18 0.27 -2.47
N 3.45 0.14 -1.61
H 5.88 1.20 -3.25
H 4.64 0.78 -4.45
H 5.66 -0.49 -3.73
*
```

Mulliken atomic charge list, values in e, 6 entries: atom 1 (Mn): 0.7694, atom 2 (F): -0.3560, atom 3 (C): -0.0505, atom 4 (C): -0.3699, atom 5 (C): 0.6645, atom 6 (C): 1.3960

=====

No. 2
ORCA calculation (ωB97M-V/def2-TZVPD) on C47H60NO7SeV as an isolated structure in a non-equilibrium geometry.

Properties
- Orbital gap: 6.2 eV
- M: 880.9 g mol⁻¹
- HOMO energy: -13.43 eV
- ΔE to the lowest compared entry with this formula, charge and spin: 1.992 eV
- LUMO level: -7.238 eV

Structure (ORCA input):
```
! wB97M-V def2-TZVPD RIJCOSX def2/J DEFGRID3
* xyz 2 1
V -0.52 -0.54 -0.51
C -1.39 3.22 5.86
C -1.30 4.11 4.61
C -2.68 4.76 4.39
C -0.25 5.21 4.86
C -0.95 3.31 3.36
C -0.77 1.93 3.41
C -0.54 1.22 2.25
Se -0.47 -0.71 2.12
C 1.45 -0.88 2.01
C 2.27 -0.85 3.12
C 3.65 -0.95 2.94
C 4.12 -1.11 1.64
C 3.31 -1.18 0.50
C 1.92 -1.06 0.70
O 0.97 -1.06 -0.20
C 3.96 -1.26 -0.87
C 4.74 0.04 -1.10
C 4.94 -2.45 -0.92
C 2.95 -1.43 -2.01
C 4.64 -0.81 4.08
C 5.43 0.49 3.86
C 3.96 -0.74 5.45
C 5.61 -1.99 4.10
C -0.53 1.84 0.99
O -0.46 0.99 0.00
C -0.65 3.24 0.92
C -0.85 3.92 2.11
C -0.62 3.89 -0.46
C 0.71 3.54 -1.14
C -1.79 3.34 -1.28
C -0.74 5.41 -0.39
H -1.70 3.83 6.71
H -2.13 2.44 5.74
H -0.43 2.78 6.10
H -2.97 5.30 5.29
H -2.66 5.46 3.57
H -3.43 4.00 4.20
H -0.53 5.79 5.73
H 0.73 4.77 5.03
H -0.19 5.89 4.01
H -0.82 1.38 4.34
H 1.82 -0.75 4.10
H 5.18 -1.17 1.49
H 5.52 0.17 -0.36
H 5.21 0.02 -2.08
H 4.08 0.91 -1.06
H 5.74 -2.33 -0.20
H 4.43 -3.38 -0.71
H 5.39 -2.51 -1.91
H 2.31 -0.55 -2.10
H 3.48 -1.55 -2.95
H 2.34 -2.32 -1.85
H 4.77 1.35 3.85
H 6.15 0.61 4.66
H 5.97 0.47 2.92
H 3.32 0.14 5.53
H 3.38 -1.63 5.65
H 4.72 -0.65 6.22
H 6.19 -2.06 3.18
H 6.32 -1.87 4.92
H 5.08 -2.93 4.24
H -0.97 4.99 2.06
H 0.80 2.46 -1.33
H 0.78 4.04 -2.10
H 1.55 3.86 -0.53
H -1.73 2.25 -1.39
H -2.74 3.58 -0.81
H -1.78 3.76 -2.28
H 0.07 5.85 0.19
H -0.70 5.82 -1.40
H -1.69 5.71 0.05
O -0.21 -1.25 -2.84
C -1.51 -1.16 -3.43
C -2.48 -1.11 -2.22
O -3.51 -1.75 -2.11
O -2.04 -0.31 -1.33
C -1.71 0.20 -4.10
C -0.69 1.14 -4.13
C -0.90 2.34 -4.80
C -2.11 2.59 -5.42
C -3.13 1.66 -5.36
C -2.93 0.46 -4.71
C -1.73 -2.24 -4.47
C -2.64 -3.28 -4.37
C -2.87 -4.12 -5.44
C -2.18 -3.95 -6.63
C -1.22 -2.95 -6.72
C -0.99 -2.11 -5.65
H 0.14 -2.13 -3.03
H 0.26 0.94 -3.67
H -0.10 3.06 -4.86
H -2.27 3.52 -5.94
H -4.08 1.86 -5.84
H -3.70 -0.30 -4.69
H -3.21 -3.41 -3.46
H -3.59 -4.92 -5.35
H -2.39 -4.58 -7.48
H -0.66 -2.82 -7.63
H -0.25 -1.32 -5.73
O -0.83 -3.10 1.61
C -1.55 -3.13 0.62
O -1.35 -2.49 -0.45
C -2.87 -3.94 0.73
N -4.00 -3.21 0.08
C -4.99 -4.24 -0.30
C -4.09 -5.32 -0.89
C -2.88 -5.33 0.07
H -3.08 -4.03 1.80
H -3.68 -2.71 -0.80
H -4.39 -2.49 0.69
H -5.71 -3.83 -1.01
H -5.51 -4.61 0.59
H -3.78 -5.04 -1.90
H -4.58 -6.29 -0.94
H -1.95 -5.55 -0.45
H -3.02 -6.09 0.84
*
```

Mulliken atomic charge list, values in e, 6 entries: atom 1 (V): 0.4220, atom 2 (C): -2.0535, atom 3 (C): 1.9367, atom 4 (C): -1.5728, atom 5 (C): -1.6254, atom 6 (C): -0.0348

=====

No. 3
ORCA calculation (ωB97M-V/def2-TZVPD) on C47H61NP2PdSb as an isolated structure.

Properties
- Orbital gap (alpha / beta): 7.3 / 6.6 eV
- M: 930.1 g mol⁻¹
- HOMO energy (alpha / beta): -9.08 / -10.91 eV
- ΔE to the lowest compared entry with this formula, charge and spin: 0.000 eV
- LUMO level (alpha / beta): -1.792 / -4.311 eV

Structure (ORCA input):
```
! wB97M-V def2-TZVPD RIJCOSX def2/J DEFGRID3
* xyz 1 3
Pd -0.14 -0.13 0.37
C -2.31 2.56 4.27
C -2.33 1.74 2.99
C -3.18 0.47 3.14
P -0.67 1.22 2.34
C 0.50 2.65 2.49
C 1.89 2.15 2.06
C 0.04 3.83 1.64
C -0.04 0.17 3.70
C 0.37 0.67 4.92
C 0.89 -0.15 5.92
C 1.30 0.40 7.25
C 1.04 -1.52 5.64
C 0.64 -2.05 4.44
C 0.05 -1.23 3.44
N -0.30 -1.68 2.21
C -0.50 -3.00 1.95
C -1.09 -3.89 2.87
C -1.19 -5.23 2.59
C -0.69 -5.75 1.39
C -0.76 -7.22 1.09
C -0.16 -4.86 0.45
C -0.10 -3.50 0.69
P 0.59 -2.27 -0.49
C 0.16 -2.91 -2.18
C 1.10 -3.95 -2.80
C -1.31 -3.37 -2.19
C 2.42 -2.52 -0.24
C 2.79 -2.19 1.21
C 3.22 -1.61 -1.17
H -3.31 2.93 4.48
H -1.65 3.43 4.19
H -1.99 1.96 5.12
H -2.76 2.35 2.19
H -2.83 -0.12 3.99
H -3.12 -0.15 2.25
H -4.22 0.73 3.31
H 0.56 2.97 3.53
H 1.83 1.65 1.08
H 2.29 1.44 2.78
H 2.59 2.98 1.95
H 0.02 3.56 0.59
H 0.72 4.68 1.76
H -0.97 4.16 1.92
H 0.29 1.73 5.12
H 1.31 1.49 7.24
H 2.29 0.04 7.53
H 0.60 0.07 8.02
H 1.50 -2.16 6.38
H 0.82 -3.09 4.23
H -1.49 -3.50 3.79
H -1.64 -5.90 3.31
H -0.78 -7.81 2.00
H 0.09 -7.53 0.48
H -1.67 -7.45 0.53
H 0.21 -5.27 -0.48
H 0.21 -2.01 -2.81
H 1.10 -4.89 -2.24
H 2.12 -3.59 -2.85
H 0.77 -4.17 -3.82
H -1.40 -4.40 -1.86
H -1.72 -3.30 -3.20
H -1.91 -2.75 -1.53
H 2.64 -3.57 -0.44
H 2.45 -1.18 1.46
H 3.87 -2.22 1.34
H 2.34 -2.89 1.92
H 2.92 -0.57 -1.02
H 3.08 -1.86 -2.22
H 4.28 -1.68 -0.94
C -3.15 2.65 -0.71
C -2.29 3.67 -1.43
C -2.80 4.96 -1.58
C -2.10 5.93 -2.27
C -0.87 5.62 -2.84
C -0.36 4.34 -2.69
C -1.04 3.37 -1.97
Sb -0.16 1.40 -1.81
C 1.87 1.95 -2.29
C 2.36 3.06 -1.60
C 3.68 3.45 -1.72
C 4.53 2.74 -2.55
C 4.05 1.63 -3.24
C 2.73 1.21 -3.11
C 2.28 -0.02 -3.84
C -1.00 0.80 -3.69
C -0.49 1.40 -4.84
C -0.99 1.08 -6.09
C -2.00 0.13 -6.19
C -2.53 -0.44 -5.05
C -2.06 -0.10 -3.78
C -2.77 -0.65 -2.56
H -3.68 3.13 0.11
H -2.57 1.82 -0.32
H -3.90 2.25 -1.39
H -3.77 5.19 -1.15
H -2.51 6.93 -2.37
H -0.32 6.37 -3.39
H 0.60 4.11 -3.15
H 1.69 3.64 -0.97
H 4.05 4.31 -1.17
H 5.57 3.03 -2.66
H 4.72 1.07 -3.88
H 3.13 -0.66 -4.10
H 1.77 0.24 -4.77
H 1.58 -0.60 -3.23
H 0.30 2.14 -4.75
H -0.60 1.56 -6.97
H -2.38 -0.15 -7.16
H -3.33 -1.17 -5.14
H -3.24 -1.60 -2.78
H -3.55 0.05 -2.26
H -2.09 -0.78 -1.72
*
```

Mulliken atomic charge list, values in e, 6 entries: atom 1 (Pd): 0.0490, atom 2 (C): -1.6242, atom 3 (C): 1.1728, atom 4 (C): -1.5817, atom 5 (P): 0.9464, atom 6 (C): 0.5325

=====

No. 4
ORCA calculation (ωB97M-V/def2-TZVPD) on C47H62AsKN8O7P4SSe2Si2 as an isolated structure in a non-equilibrium geometry.

Properties
- Orbital gap: 5.2 eV
- M: 1335.1 g mol⁻¹
- HOMO energy: -1.60 eV
- ΔE to the lowest compared entry with this formula, charge and spin: 0.104 eV
- LUMO level: 3.576 eV

Structure (ORCA input):
```
! wB97M-V def2-TZVPD RIJCOSX def2/J DEFGRID3
* xyz -2 1
K 0.07 -0.59 -0.91
Se 2.61 7.87 0.53
P 2.35 6.32 1.94
C 0.98 6.83 3.01
C -0.32 6.48 2.64
C -1.40 7.05 3.28
C -1.19 7.98 4.29
C 0.10 8.33 4.67
C 1.18 7.76 4.03
C 3.80 6.13 3.01
C 3.82 5.06 3.90
C 4.93 4.82 4.69
C 6.05 5.65 4.58
C 6.04 6.71 3.68
C 4.92 6.95 2.89
C 2.01 4.70 1.29
C 1.53 3.44 1.70
N 1.74 2.61 0.67
N 2.30 3.28 -0.30
N 2.48 4.53 0.04
P 0.88 2.57 3.13
Se -0.19 0.81 2.76
C 2.33 2.08 4.12
C 2.22 1.83 5.48
C 3.28 1.29 6.17
C 4.46 0.98 5.50
C 4.57 1.21 4.14
C 3.50 1.75 3.44
C -0.11 3.69 4.20
C -1.49 3.62 4.04
C -2.33 4.34 4.86
C -1.80 5.14 5.86
C -0.43 5.23 6.01
C 0.42 4.51 5.19
H -0.46 5.76 1.84
H -2.40 6.77 2.99
H -2.04 8.44 4.78
H 0.26 9.05 5.46
H 2.19 8.03 4.30
H 2.97 4.41 3.95
H 4.93 3.99 5.37
H 6.92 5.46 5.19
H 6.91 7.34 3.58
H 4.91 7.76 2.18
H 1.29 2.05 5.99
H 3.20 1.11 7.23
H 5.29 0.54 6.04
H 5.48 0.97 3.62
H 3.57 1.91 2.38
H -1.89 2.96 3.28
H -3.40 4.26 4.73
H -2.45 5.70 6.52
H -0.01 5.86 6.78
H 1.48 4.58 5.34
N 1.54 2.08 -3.36
C 0.30 2.45 -2.88
C -0.46 3.32 -3.66
C -1.67 3.76 -3.17
C -2.08 3.33 -1.91
C -1.25 2.46 -1.23
N -0.11 2.00 -1.71
C 2.58 1.48 -2.67
C 3.89 1.85 -2.99
C 4.93 1.28 -2.29
C 4.63 0.36 -1.30
C 3.31 0.01 -1.10
N 2.30 0.55 -1.77
H 1.84 2.65 -4.13
H -0.11 3.65 -4.63
H -2.29 4.44 -3.75
H -3.01 3.66 -1.48
H -1.52 2.12 -0.24
H 4.08 2.59 -3.76
H 5.96 1.56 -2.50
H 5.42 -0.10 -0.70
H 3.03 -0.74 -0.38
C -1.12 -4.07 -3.31
C -2.19 -3.03 -3.04
O -3.36 -3.29 -3.78
P -1.58 -1.34 -3.39
O -1.95 -1.04 -4.93
O -2.55 -0.33 -2.66
O -0.14 -1.10 -3.16
P -2.60 -2.87 -1.23
O -2.27 -4.31 -0.57
O -4.08 -2.67 -1.20
O -1.70 -1.84 -0.64
H -0.84 -4.08 -4.36
H -1.49 -5.05 -3.01
H -0.23 -3.82 -2.71
H -4.09 -3.04 -3.19
H -1.31 -0.37 -5.17
H -2.42 -0.59 -1.73
H -1.39 -4.26 -0.17
C -6.53 0.96 2.44
N -5.16 0.50 2.37
C -4.70 -0.02 1.17
S -3.42 0.70 0.41
N -5.34 -1.05 0.60
C -6.25 -1.95 1.26
H -6.59 1.79 3.14
H -7.19 0.17 2.80
H -6.89 1.30 1.47
H -4.49 1.19 2.68
H -4.83 -1.47 -0.19
H -7.28 -1.58 1.19
H -5.99 -2.07 2.32
H -6.19 -2.92 0.78
C 4.47 -5.38 1.90
Si 3.82 -3.64 1.35
C 4.52 -2.49 2.74
C 4.94 -3.25 -0.18
As 1.62 -3.61 0.69
Si 0.55 -4.01 2.68
C 0.03 -5.88 2.83
C 1.47 -3.74 4.34
C -1.11 -3.08 2.84
H 5.53 -5.42 2.11
H 4.24 -6.12 1.14
H 3.94 -5.68 2.81
H 5.61 -2.50 2.81
H 4.14 -2.81 3.71
H 4.20 -1.46 2.59
H 5.71 -4.00 -0.34
H 5.44 -2.29 -0.09
H 4.32 -3.21 -1.07
H 0.91 -6.51 2.68
H -0.69 -6.13 2.05
H -0.40 -6.13 3.79
H 2.33 -4.42 4.41
H 0.85 -3.92 5.21
H 1.85 -2.73 4.42
H -1.64 -3.10 1.90
H -0.94 -2.03 3.08
H -1.77 -3.49 3.60
*
```

Mulliken atomic charge list, values in e, 6 entries: atom 1 (K): 0.8412, atom 2 (Se): -0.5286, atom 3 (P): 0.8739, atom 4 (C): 0.3060, atom 5 (C): -0.3118, atom 6 (C): -0.4521